8 unconnected molecules or ions with the total composition C41H51BBrN9, computed with ωB97M-V/def2-TZVPD.

Element x y z (Å)
C -6.11977 0.01171 3.97656
C -6.32962 0.09619 2.46419
C -7.43861 1.03619 1.97508
C -7.30505 2.47914 2.46135
N -8.62311 3.14877 2.63428
B -9.39773 2.61011 3.73233
Br -8.84279 3.00569 5.55932
C -10.67581 1.73715 3.52395
N -10.92367 0.63950 4.46634
C -10.47278 -0.66383 4.01252
H -6.21039 0.97122 4.48433
H -6.82496 -0.67795 4.44278
H -5.11148 -0.35137 4.17517
H -5.38640 0.31617 1.96001
H -6.60611 -0.90665 2.12750
H -7.38442 1.06603 0.88459
H -8.41170 0.59903 2.20729
H -6.75765 3.04934 1.70911
H -6.71656 2.54067 3.37899
H -8.42599 4.12591 2.83939
H -10.61537 1.33712 2.50868
H -11.54060 2.41650 3.52683
H -10.51960 0.85282 5.36687
H -10.91843 -1.44308 4.63162
H -9.38345 -0.80872 4.04794
H -10.80955 -0.83117 2.99037
C -0.10587 -1.86632 3.52530
C -1.02385 -2.42863 4.39804
C -2.26358 -1.82225 4.53642
N -2.62263 -0.72343 3.87769
C -1.72772 -0.19396 3.04548
C -0.46267 -0.72180 2.83258
H 0.87071 -2.30732 3.37452
H -0.78881 -3.32236 4.96016
H -3.00895 -2.23692 5.20754
H -2.04456 0.70196 2.52119
H 0.22311 -0.26168 2.13712
C -11.16896 2.48834 -0.87610
C -9.82285 2.20065 -0.71976
C -9.20959 1.39373 -1.66751
N -9.83952 0.87816 -2.71997
C -11.13212 1.16261 -2.85490
C -11.84034 1.95828 -1.96615
H -11.68461 3.11426 -0.15867
H -9.26068 2.59192 0.11902
H -8.15689 1.14480 -1.57974
H -11.62432 0.72984 -3.71925
H -12.89131 2.15546 -2.12833
C 4.19289 -1.47315 -0.91273
C 3.09571 -2.30311 -1.07551
C 2.09700 -2.27226 -0.11333
N 2.13240 -1.48840 0.96235
C 3.19322 -0.69584 1.10546
C 4.24289 -0.64966 0.20164
H 4.99606 -1.46736 -1.63945
H 3.01391 -2.96210 -1.92934
H 1.22187 -2.90668 -0.20639
H 3.19963 -0.06697 1.99052
H 5.08636 0.00956 0.36560
C 7.18826 4.20509 -1.86359
C 5.94898 3.75515 -1.43630
C 5.91095 2.67894 -0.56430
N 6.99176 2.05248 -0.11011
C 8.17465 2.48478 -0.54034
C 8.32517 3.55390 -1.41100
H 7.26673 5.04197 -2.54538
H 5.03270 4.21654 -1.77717
H 4.96040 2.29213 -0.21180
H 9.04113 1.95223 -0.16145
H 9.31196 3.86642 -1.72340
C 9.01883 -0.69141 2.85392
C 8.40040 -0.42964 1.64219
C 8.73757 -1.20909 0.54924
N 9.63955 -2.18732 0.58111
C 10.23521 -2.42056 1.74872
C 9.95970 -1.70864 2.90820
H 8.77582 -0.11343 3.73631
H 7.64818 0.33931 1.52822
H 8.25294 -1.03705 -0.40713
H 10.96654 -3.22155 1.75571
H 10.47256 -1.95022 3.82922
C 9.97930 -1.24778 -5.08253
C 8.73868 -0.85769 -5.56409
C 7.63977 -0.99137 -4.72969
N 7.70382 -1.48814 -3.49863
C 8.89941 -1.86716 -3.05200
C 10.06431 -1.75902 -3.79713
H 10.86400 -1.15471 -5.69916
H 8.62384 -0.45398 -6.56077
H 6.65217 -0.68578 -5.05757
H 8.91804 -2.27618 -2.04744
H 11.00905 -2.07510 -3.37708
C 2.73659 -1.09500 -6.90712
C 3.82039 -1.08252 -6.04436
C 3.92649 -2.09215 -5.09827
N 3.03687 -3.07384 -4.97048
C 2.00116 -3.07354 -5.80509
C 1.80561 -2.11344 -6.78703
H 2.61923 -0.32503 -7.65871
H 4.56919 -0.30410 -6.10173
H 4.76224 -2.11960 -4.40572
H 1.29179 -3.88432 -5.67923
H 0.94373 -2.16545 -7.43798

Force components x, y, z for each atom (eV/Å):
0.1 0.0 0.0
-0.2 -0.3 0.0
0.3 0.0 -0.2
-0.1 0.1 -0.3
0.1 0.3 0.3
-0.1 0.0 -0.3
0.0 0.1 0.2
0.3 -0.5 0.2
-0.3 0.0 -0.1
0.1 -0.1 0.1
0.0 0.0 0.0
-0.1 0.1 0.0
0.0 0.0 0.1
0.0 0.2 0.1
0.1 0.0 -0.1
-0.2 -0.2 0.0
0.0 0.2 0.2
0.0 0.0 0.0
0.0 -0.1 0.1
0.1 0.0 -0.1
-0.2 0.0 0.0
0.0 0.1 -0.1
0.0 0.0 0.1
0.0 0.0 0.0
0.0 0.1 -0.1
0.0 0.0 0.0
0.0 0.0 0.0
0.0 0.0 0.0
0.0 0.0 0.0
0.0 0.0 0.0
0.0 0.0 0.0
-0.1 0.1 0.0
0.0 0.0 0.0
0.0 0.0 0.0
0.0 0.0 0.0
0.0 0.0 0.0
0.0 0.0 0.0
0.0 0.0 0.0
0.1 0.0 0.0
0.0 0.0 0.0
0.0 0.0 0.0
0.0 0.0 0.0
0.0 0.0 0.0
0.0 0.0 0.0
0.0 0.0 0.0
0.0 0.0 0.0
0.0 0.0 0.0
0.0 0.0 0.0
0.0 0.0 0.0
0.0 0.0 0.0
0.0 0.0 0.0
0.1 0.0 0.0
0.0 0.0 0.0
0.1 0.0 0.0
0.0 0.0 0.0
0.0 0.0 0.0
0.0 0.0 0.0
0.0 0.0 0.0
0.0 0.0 0.0
0.0 0.0 0.0
0.1 0.0 0.0
-0.2 0.0 0.0
0.0 -0.1 -0.1
0.0 0.0 0.1
0.0 0.0 0.0
0.0 0.0 0.0
0.0 0.0 0.0
0.0 0.1 0.0
0.0 0.0 0.0
0.0 0.0 0.0
0.1 0.0 0.0
-0.2 0.0 0.1
0.0 0.0 -0.2
0.0 0.0 0.0
0.0 0.0 0.0
0.0 0.0 0.0
0.0 0.0 0.0
0.0 0.1 0.0
0.0 0.1 0.0
0.0 0.0 0.0
0.0 0.0 0.0
0.0 0.0 0.0
0.0 0.0 0.0
0.0 0.0 0.0
-0.1 0.0 0.1
-0.1 -0.1 0.1
0.0 0.0 -0.1
0.0 0.0 0.0
0.0 0.0 0.0
0.0 0.0 -0.1
0.1 0.0 0.0
0.0 0.0 0.0
0.0 0.0 0.0
0.0 0.0 0.0
0.0 0.0 0.0
0.0 0.0 0.1
0.0 0.0 0.0
0.0 0.0 0.0
0.0 0.0 0.0
0.0 0.0 0.0
0.0 0.0 0.0
0.0 0.0 0.0
0.0 0.0 0.0

Output
- HOMO-LUMO gap: 8.892 eV
- Calculated total energy: -127473.9350 eV
- Charge: 0
- Lowest unoccupied orbital energy: 0.547 eV
- Structure (SMILES): CCCCNB(Br)CNC.c1ccncc1.c1ccncc1.c1ccncc1.c1ccncc1.c1ccncc1.c1ccncc1.c1ccncc1

These are the Löwdin partial charges, in e, on atoms 1 to 2: -0.0990, -0.2411